Density functional theory data (the ωB97M-V functional and the def2-TZVPD basis) for one molecule with the formula C5H7NOS in a non-equilibrium geometry.

Summary:
- SMILES string: CC(=O)C(=S)/C=C\N
- Strongest force on any atom: 5.72 eV/A
- ΔE to the lowest compared entry with this formula, charge and spin: 66.62 kcal/mol
- Total charge: 0

Each line ends with the Mulliken charge.
Cartesian coordinates (Å):
C1 1.88920 1.51188 0.45458  -0.937
C2 0.88255 0.76204 -0.21667  0.638
O1 -0.06538 1.34515 -0.80227  -0.635
C3 0.76647 -0.74380 -0.12735  0.240
S1 2.27525 -1.49409 -0.24746  -0.242
C4 -0.42248 -1.54759 -0.05808  -0.536
C5 -1.77016 -1.22605 0.15609  -0.104
N1 -2.23014 0.04345 0.00773  -0.414
H1 2.17658 1.00346 1.46544  0.307
H2 1.43902 2.51811 0.65755  0.340
H3 2.64114 1.63595 -0.51417  0.268
H4 -0.15101 -2.73233 -0.22683  0.157
H5 -2.55015 -1.92719 0.28189  0.397
H6 -1.69497 0.53742 -0.81286  0.276
H7 -3.18591 0.31360 -0.01758  0.246

***

Density functional theory data (the ωB97M-V functional and the def2-TZVPD basis) for one molecule with the formula C3H2ClNO2S in a non-equilibrium geometry.

Summary:
- Strongest force on any atom: 3.35 eV/A
- ΔE to the lowest compared entry with this formula, charge and spin: 46.83 kcal/mol
- Total charge: 0

Each line ends with the Mulliken charge.
Cartesian coordinates (Å):
C1 -1.27136 0.82290 -0.59081  -0.058
C2 -0.69193 0.29313 0.74361  0.390
C3 -0.17028 -0.93124 0.07155  -0.122
N1 -0.96068 -0.17657 -1.34431  -0.356
O1 -0.61022 0.81531 1.78363  -0.451
O2 2.35081 -0.73778 1.11721  -0.432
S1 1.71833 -0.91650 -0.13925  0.496
Cl1 1.83768 1.01022 -0.94518  -0.167
H1 -1.86526 1.75728 -1.07875  0.269
H2 -0.33709 -1.93676 0.38229  0.430

***

Density functional theory data (the ωB97M-V functional and the def2-TZVPD basis) for C3H5NO2S as an isolated structure in a non-equilibrium geometry.

Summary:
- Strongest force on any atom: 5.95 eV/A
- ΔE to the lowest compared entry with this formula, charge and spin: 120.60 kcal/mol
- Total charge: 0

Each line ends with the Mulliken charge.
Cartesian coordinates (Å):
C1 -0.56298 1.03661 0.34519  -0.049
C2 0.56565 -0.01610 0.83315  0.197
C3 1.63804 -0.00062 -0.26326  0.114
H1 -2.69652 -0.26392 -1.64786  0.207
H2 0.00210 2.14231 -0.19332  0.210
H3 0.91055 0.33701 1.74311  0.329
H4 0.19494 -1.93084 0.30483  0.340
H5 1.90101 1.11723 -0.69293  0.202
N1 -1.73951 0.85230 -0.22350  -0.381
O1 0.00252 -1.36922 1.02200  -0.538
O2 1.96921 -0.95535 -0.97451  -0.474
S1 -2.18500 -0.94941 -0.25289  -0.159

***

Density functional theory data (the ωB97M-V functional and the def2-TZVPD basis) for a 2-piece molecular cluster, C7H12 overall.

Summary:
- SMILES string: CC1C=C1.C=CC
- Strongest force on any atom: 0.35 eV/A
- ΔE to the lowest compared entry with this formula, charge and spin: 75.96 kcal/mol
- Total charge: 0

Each line ends with the Mulliken charge.
Cartesian coordinates (Å):
C1 1.22674 -1.72879 -0.42844  -1.080
C2 0.08216 -1.59086 -1.43074  0.008
C3 -0.91677 -0.46196 -1.45544  -0.328
C4 -0.03222 -0.44612 -2.40202  -0.517
H1 0.91876 -2.26305 0.48274  0.273
H2 2.04749 -2.31034 -0.87045  0.361
H3 1.63503 -0.75534 -0.12960  0.177
H4 -0.27481 -2.57399 -1.76492  0.355
H5 -1.81083 -0.05801 -0.99815  0.396
H6 0.33141 -0.00340 -3.32047  0.357
C5 -1.85265 1.01670 1.64044  -0.800
C6 -0.55697 0.81963 1.40328  0.128
C7 0.40012 1.85108 0.86452  -0.954
H7 -2.35430 1.96228 1.41881  0.265
H8 -2.47948 0.22621 2.05179  0.281
H9 -0.11429 -0.15714 1.62996  0.267
H10 1.18794 2.07568 1.60052  0.279
H11 0.89234 1.47790 -0.04436  0.201
H12 -0.12009 2.78412 0.61242  0.331

***

Density functional theory data (the ωB97M-V functional and the def2-TZVPD basis) for CH3Cl3SSi as an isolated structure in a non-equilibrium geometry.

Summary:
- Strongest force on any atom: 2.47 eV/A
- ΔE to the lowest compared entry with this formula, charge and spin: 160.59 kcal/mol
- Total charge: 0

Each line ends with the Mulliken charge.
Cartesian coordinates (Å):
C1 -2.18954 0.21189 -0.06830  0.319
Si1 -1.80725 2.04161 -0.49881  0.130
S1 3.11955 -1.26278 -0.15853  -0.296
Cl1 -2.98518 -0.67796 -1.43555  -0.153
Cl2 -3.24055 0.40586 1.25137  -0.125
Cl3 -0.74088 -0.60096 0.45791  -0.119
H1 4.29023 -1.08424 -0.79017  0.144
H2 -0.52449 2.24310 0.35935  -0.050
H3 4.07810 -1.27651 0.88272  0.151

***

Density functional theory data (the ωB97M-V functional and the def2-TZVPD basis) for C6H7NO2 as an isolated structure in a non-equilibrium geometry.

Summary:
- Strongest force on any atom: 2.80 eV/A
- ΔE to the lowest compared entry with this formula, charge and spin: 60.26 kcal/mol
- Total charge: 0

Each line ends with the Mulliken charge.
Cartesian coordinates (Å):
C1 1.34404 -0.11451 -0.27657  0.077
C2 0.42020 0.70726 0.63908  -0.208
C3 0.47020 -1.25039 0.22562  -0.191
C4 -0.88996 -0.94095 -0.33664  0.244
C5 -0.94249 0.56571 -0.02099  0.189
C6 -1.98973 1.30751 -0.17178  -0.875
H1 1.40917 -0.31141 -2.24514  0.309
H2 2.31548 -0.20540 0.14733  0.342
H3 0.63983 1.68591 1.03998  0.487
H4 1.28962 -0.53844 2.03714  0.291
H5 0.73188 -2.31238 0.14641  0.421
H6 -2.00876 2.40414 0.15526  0.242
H7 -2.85508 0.82437 -0.59858  0.308
N1 0.36956 -0.50879 1.53773  -0.539
O1 1.43269 0.40347 -1.61043  -0.539
O2 -1.73663 -1.71610 -0.66841  -0.559

***

Density functional theory data (the ωB97M-V functional and the def2-TZVPD basis) for a 12-piece molecular cluster, C13H50NO12 overall.

Summary:
- Strongest force on any atom: 0.74 eV/A
- ΔE to the lowest compared entry with this formula, charge and spin: 0.00 kcal/mol
- Total charge: -1

Each line ends with the Mulliken charge.
Cartesian coordinates (Å):
C1 3.02820 -0.60396 -1.39073  -0.890
C2 1.66601 -1.28796 -1.44020  0.122
O1 0.77967 -0.63509 -0.54606  -0.131
N1 -0.55746 -0.40688 -1.14147  -0.861
H1 3.07067 0.24927 -2.07514  0.238
H2 3.83498 -1.30965 -1.61300  0.309
H3 3.15493 -0.22241 -0.37844  0.147
H4 1.75581 -2.34108 -1.12662  -0.256
H5 1.27484 -1.28412 -2.46399  0.391
H6 -0.35735 0.39773 -1.75132  0.033
C3 4.96699 2.33329 -0.16721  -0.610
O2 4.79157 1.14861 0.59132  -0.486
H7 5.49188 2.07122 -1.08385  0.268
H8 3.99878 2.77540 -0.41505  0.231
H9 5.57020 3.05931 0.38451  0.310
H10 4.32715 1.39916 1.39584  0.258
C4 -0.52714 -3.49723 0.08414  -0.233
O3 0.61231 -4.37296 -0.09661  -0.510
H11 -1.02951 -3.41210 -0.87165  0.297
H12 -1.17622 -3.95371 0.83299  -0.063
H13 -0.21050 -2.50326 0.39537  0.248
H14 1.05822 -4.43130 0.75246  0.248
C5 1.22027 2.13968 2.14443  -0.479
O4 1.40164 2.38434 0.75160  -0.525
H15 1.43401 3.07065 2.67078  0.290
H16 0.19502 1.83712 2.36673  0.139
H17 1.91210 1.36512 2.49273  0.226
H18 1.20886 1.54515 0.30343  0.293
C6 -4.01550 -1.79058 -0.19598  -0.409
O5 -2.66900 -1.83554 0.23322  -0.140
H19 -4.57495 -2.53998 0.36627  0.020
H20 -4.46382 -0.80824 -0.00567  0.236
H21 -4.10099 -2.01720 -1.26228  0.253
H22 -2.13292 -1.18401 -0.27189  -0.002
C7 -7.05129 -2.22503 1.93257  -0.395
O6 -7.41653 -2.23886 0.55356  -0.455
H23 -6.59233 -1.25964 2.13376  0.188
H24 -7.92868 -2.34426 2.57575  0.323
H25 -6.32698 -3.01452 2.13682  0.060
H26 -7.82291 -3.08959 0.36549  0.279
C8 -3.48594 -4.45764 2.35479  -0.333
O7 -4.87116 -4.79066 2.48830  -0.505
H27 -3.42423 -3.47538 1.89218  -0.071
H28 -2.99388 -4.42119 3.33018  0.335
H29 -2.96638 -5.17557 1.71648  0.281
H30 -4.93037 -5.66082 2.89203  0.268
C9 6.26041 6.40774 -0.07555  -0.517
O8 7.07382 5.24478 0.05000  -0.489
H31 5.22636 6.07514 -0.02949  0.231
H32 6.43908 7.11596 0.73542  0.273
H33 6.42476 6.91122 -1.03137  0.256
H34 7.99505 5.51553 0.00929  0.260
C10 4.93538 10.43376 -0.68230  -0.522
O9 4.83045 9.24363 0.08501  -0.453
H35 5.49104 10.18595 -1.58395  0.201
H36 3.95166 10.81370 -0.97066  0.252
H37 5.47548 11.21556 -0.14065  0.259
H38 4.33847 9.44566 0.88621  0.274
C11 -6.51373 -3.11209 -2.34054  -0.616
O10 -5.48636 -2.84771 -3.28521  -0.518
H39 -6.73550 -2.18953 -1.81331  0.232
H40 -7.42668 -3.46586 -2.83323  0.386
H41 -6.19333 -3.85600 -1.60500  0.246
H42 -5.28139 -3.66317 -3.75061  0.288
C12 3.93479 -4.66664 -2.21533  -0.220
O11 2.58802 -4.91154 -2.56918  -0.494
H43 4.55385 -4.94655 -3.06741  0.235
H44 4.10677 -3.60988 -1.99082  -0.017
H45 4.24290 -5.26645 -1.35144  0.226
H46 2.03902 -4.66137 -1.81453  0.310
C13 -3.20282 0.89980 1.78868  -0.516
O12 -2.03104 1.45175 1.23532  -0.559
H47 -3.68055 1.67156 2.39510  0.381
H48 -3.90788 0.58182 1.01163  0.083
H49 -2.98095 0.03998 2.42841  0.226
H50 -1.59519 0.75761 0.68492  0.369

***

Density functional theory data (the ωB97M-V functional and the def2-TZVPD basis) for a 7-piece molecular cluster, C3H21N2O7S2 overall in a non-equilibrium geometry.

Summary:
- Strongest force on any atom: 4.14 eV/A
- Total charge: +1

Each line ends with the Mulliken charge.
Cartesian coordinates (Å):
S1 1.18463 -0.51419 3.98365  -0.292
S2 2.37978 0.39661 2.69835  -0.014
C1 1.45942 1.09539 1.21098  0.231
C2 1.07476 -0.02083 0.31411  -0.386
C3 0.34369 0.32597 -1.00009  0.510
N1 1.12276 0.94294 -1.91954  -0.321
O1 -0.80782 0.04135 -1.27687  -0.535
N2 -0.00423 -0.98579 0.99563  0.067
H1 0.83148 0.52602 4.71414  0.189
H2 0.74011 1.87260 1.42344  0.388
H3 2.32318 1.45062 0.65151  -0.276
H4 1.83836 -0.76898 0.04576  0.404
H5 2.05352 1.25278 -1.63279  0.083
H6 0.77866 1.42233 -2.72962  0.290
H7 0.14233 -1.07621 1.99315  0.037
H8 -0.84829 -0.41474 0.82209  0.396
H9 0.21146 -1.91117 0.57279  0.352
H10 4.01424 2.89179 0.11340  0.294
H11 4.73720 1.95574 -0.79459  0.311
O2 3.83341 2.22348 -0.56032  -0.650
H12 -4.62227 2.58405 -0.64482  0.286
H13 -3.85603 1.40052 -1.46560  0.290
O3 -3.84895 2.02468 -0.74264  -0.618
H14 -2.43066 1.34520 0.70121  0.294
H15 -2.14087 1.58609 2.22668  0.259
O4 -1.79265 1.21839 1.41224  -0.535
H16 -2.67293 -0.50684 -4.16691  0.308
H17 -3.65514 0.59854 -3.52915  0.310
O5 -3.41532 -0.32112 -3.59076  -0.607
H18 -1.17163 -3.81486 -0.78940  0.270
H19 -1.32848 -2.51016 -1.54655  0.279
O6 -1.09431 -2.85379 -0.67596  -0.569
H20 2.04772 -3.58204 1.50525  0.300
H21 1.18374 -4.41103 0.89530  0.270
O7 1.38914 -3.46335 0.78597  -0.614

***

Density functional theory data (the ωB97M-V functional and the def2-TZVPD basis) for C12H23NO3P2Zn as an isolated structure in a non-equilibrium geometry.

Summary:
- Strongest force on any atom: 3.32 eV/A
- ΔE to the lowest compared entry with this formula, charge and spin: 0.00 kcal/mol
- Total charge: +2

Each line ends with the Mulliken charge.
Cartesian coordinates (Å):
Zn1 -0.37434 1.07740 0.75453  0.087
O1 0.12829 1.47488 -1.15314  -0.644
C1 1.20848 1.83503 -1.69142  0.938
O2 1.63354 1.01378 1.13013  -0.553
C2 2.45837 1.66744 0.44283  0.574
O3 3.59399 2.08168 0.96381  -0.302
N1 2.34687 2.01426 -0.89808  0.380
C3 4.33214 2.82180 -0.08069  -0.401
C4 3.50370 2.79670 -1.31553  -0.638
H1 5.28499 2.31720 -0.23865  0.316
H2 4.48205 3.83648 0.29512  0.319
H3 4.02851 2.34014 -2.15247  0.394
H4 3.21316 3.79976 -1.62596  0.401
C5 1.31904 2.15769 -3.07670  -0.407
C6 0.21891 2.30868 -3.84802  -0.750
H5 2.34588 2.30877 -3.43308  0.314
H6 -0.77435 2.12431 -3.44280  0.227
H7 0.33324 2.62880 -4.88469  0.333
C7 0.65026 -2.60802 0.43088  -0.790
P1 -0.50239 -2.39235 -1.01041  0.132
C8 -1.30025 -4.00615 -0.66002  -1.186
C9 -2.09954 -1.47683 -0.71001  -0.925
C10 -2.86884 -1.15667 0.61466  -0.839
P2 -1.98696 -0.04722 1.79286  1.419
C11 -3.24787 0.66472 2.88242  -1.140
C12 -1.16588 -1.26976 2.90046  -1.209
H8 1.37013 -3.38943 0.07572  0.383
H9 0.11440 -3.00183 1.30278  0.204
H10 1.23416 -1.70602 0.65155  0.172
H11 -1.58660 -3.93884 0.42020  0.306
H12 -2.20374 -4.13401 -1.26642  0.367
H13 -0.59290 -4.83329 -0.81376  0.377
H14 -1.89883 -0.51977 -1.22025  0.392
H15 -2.76018 -2.10850 -1.33928  0.521
H16 -3.76897 -0.57658 0.32421  0.380
H17 -3.21457 -2.08843 1.10034  0.524
H18 -3.99733 -0.05214 3.23962  0.376
H19 -2.72584 1.07187 3.76251  0.436
H20 -3.75492 1.48991 2.36830  0.415
H21 -0.09480 -1.30920 2.66451  0.357
H22 -1.60755 -2.27254 2.80119  0.319
H23 -1.27349 -0.94372 3.94277  0.424

***

Density functional theory data (the ωB97M-V functional and the def2-TZVPD basis) for one molecule with the formula C3H8BNO in a non-equilibrium geometry.

Summary:
- SMILES string: B[C@H]1CNOC1
- Strongest force on any atom: 3.56 eV/A
- ΔE to the lowest compared entry with this formula, charge and spin: 123.69 kcal/mol
- Total charge: 0

Each line ends with the Mulliken charge.
Cartesian coordinates (Å):
B1 1.56276 -0.34816 -0.69846  0.100
C1 0.64989 0.34208 0.34727  -0.321
C2 -0.38699 1.32779 -0.06554  -0.494
N1 -1.69381 0.56051 -0.24528  -0.336
O1 -1.25436 -0.81846 -0.42389  -0.313
C3 -0.22356 -1.18048 0.35465  -0.547
H1 2.30633 -1.13653 -0.42992  -0.074
H2 1.06730 -0.18727 -1.82060  -0.043
H3 0.89531 0.41809 1.37060  0.443
H4 -0.35506 2.08594 0.69210  0.344
H5 -0.20348 1.68664 -1.07947  0.226
H6 -2.11296 0.57293 0.68843  0.291
H7 0.23003 -2.07806 -0.04550  0.338
H8 -0.48140 -1.24503 1.35562  0.385

***

| no. | frontier orbital gap (eV) |
| --- | --- |
| 1 | 7.19 |
| 2 | 9.61 |
| 3 | 8.73 |
| 4 | 10.48 |
| 5 | 7.75 |
| 6 | 9.89 |
| 7 | 4.84 |
| 8 | 10.12 |
| 9 | 6.61 |
| 10 | 10.43 |